1.
Formula: C66H66BrF8IN2NbO2S2
Source: OMol25
Level of theory: ωB97M-V with the def2-TZVPD basis set

As for the HOMO energy: -5.97 eV. The calculation puts the total energy at -199689.9919 eV. As for the charge: -1. As for the spin multiplicity: 1. The molecular weight is 1435.098 u.

Last column: Mulliken charge in e.
Positions of all 149 atoms, in Å:
C (-1.94995, 3.74793, 3.62892)  -0.07
C (-2.20539, 2.56681, 3.63131)  -0.09
Nb (-2.59450, 0.35429, 3.39328)  -1.51
O (-2.69918, 0.16147, 5.38431)  -0.77
I (-5.37710, 0.72887, 3.31340)  -0.31
C (-2.27667, 0.35234, 1.18505)  -0.52
C (-3.34949, 0.76971, 0.15388)  -1.17
C (-3.43160, 2.29982, 0.00664)  0.33
S (-5.11607, 2.98804, 0.04695)  -0.30
C (-4.90561, 4.25078, 1.28553)  -0.29
S (-3.66404, 5.29745, 1.18244)  -0.16
N (-5.89122, 4.22466, 2.26656)  0.68
C (-7.16887, 4.79125, 1.80951)  -0.54
C (-8.17491, 4.47201, 2.89188)  -0.65
O (-7.87080, 5.28957, 4.00636)  -0.47
C (-6.65260, 4.84084, 4.57112)  -0.65
C (-5.47997, 4.74366, 3.57533)  -0.12
C (-2.76923, -1.91093, 3.30355)  -0.95
C (-3.73851, -2.41086, 2.24213)  0.99
C (-5.03538, -3.01297, 2.79683)  -1.27
Br (-2.81605, -3.78972, 1.11071)  -0.29
C (-0.38262, 0.12549, 3.60326)  1.67
C (0.48343, -0.09572, 2.52379)  -0.05
C (1.85014, -0.26233, 2.73887)  -1.09
N (2.44543, -0.21250, 3.93234)  -0.46
C (1.62625, 0.01490, 4.96369)  -0.89
C (0.24622, 0.17460, 4.85616)  -0.23
H (-1.92434, 4.79812, 3.81613)  0.41
H (-2.58568, -0.74780, 5.68034)  0.29
H (-1.93727, -0.65365, 0.91047)  0.63
H (-1.42372, 1.01526, 1.00201)  0.68
H (-4.32389, 0.30853, 0.30380)  0.42
H (-2.99854, 0.40736, -0.81659)  0.30
H (-3.01476, 2.59384, -0.95414)  0.49
H (-2.82694, 2.79735, 0.76034)  -0.63
H (-7.04852, 5.87694, 1.72160)  0.31
H (-7.44317, 4.36083, 0.84796)  0.48
H (-7.99919, 3.43000, 3.17837)  0.31
H (-9.20656, 4.60796, 2.58236)  0.39
H (-6.77948, 3.88696, 5.09126)  0.30
H (-6.38242, 5.58682, 5.31595)  0.38
H (-5.00034, 5.72245, 3.50652)  0.11
H (-4.78212, 4.01374, 3.98367)  -0.11
H (-3.07590, -2.31068, 4.27190)  0.55
H (-1.76766, -2.29660, 3.11976)  0.39
H (-3.98780, -1.65052, 1.51090)  -0.38
H (-5.08226, -2.89020, 3.87570)  0.28
H (-5.09220, -4.07520, 2.58061)  0.38
H (-5.89878, -2.51452, 2.36423)  0.30
H (0.11593, -0.14912, 1.51192)  0.36
H (2.48411, -0.45504, 1.88587)  0.82
H (2.08926, 0.07612, 5.94244)  0.35
H (-0.33526, 0.35091, 5.74988)  0.49
F (3.80616, -1.67447, 0.58321)  -0.32
C (3.61836, -2.98283, 0.31340)  0.32
C (2.50400, -3.61648, 0.82535)  -0.30
C (2.32690, -4.96533, 0.55331)  -0.61
C (3.25831, -5.65772, -0.21035)  -0.81
C (4.37265, -4.99729, -0.70861)  -0.34
C (4.55448, -3.64661, -0.45255)  -0.38
H (1.79484, -3.05916, 1.42408)  0.58
H (1.45562, -5.47554, 0.94167)  0.47
H (3.11502, -6.71002, -0.41586)  0.49
H (5.10369, -5.53229, -1.29941)  0.46
H (5.41255, -3.10987, -0.83653)  0.47
F (1.43537, 1.95850, 0.54174)  -0.31
C (1.93441, 3.02268, 1.20014)  0.14
C (1.10605, 3.69018, 2.07988)  0.49
C (1.61403, 4.78472, 2.76178)  -0.41
C (2.92556, 5.19446, 2.55528)  -0.69
C (3.73584, 4.50224, 1.66571)  -0.34
C (3.24284, 3.40082, 0.97968)  -0.64
H (0.08793, 3.35117, 2.22921)  -0.03
H (0.98048, 5.31661, 3.46059)  0.49
H (3.31614, 6.05011, 3.09072)  0.41
H (4.75804, 4.81840, 1.50372)  0.36
H (3.85659, 2.84000, 0.28753)  0.45
F (2.30000, -6.52255, -5.15742)  -0.33
C (2.76620, -5.25503, -5.12829)  0.43
C (3.51969, -4.79983, -6.19169)  -0.58
C (3.99702, -3.49708, -6.16036)  -0.16
C (3.72411, -2.68005, -5.07077)  -0.79
C (2.96594, -3.16308, -4.01290)  -0.33
C (2.47599, -4.46077, -4.03872)  -0.60
H (3.72830, -5.45969, -7.02388)  0.51
H (4.58483, -3.12467, -6.98368)  0.43
H (4.10102, -1.66641, -5.04759)  0.39
H (2.75355, -2.53133, -3.16069)  0.48
H (1.88035, -4.85408, -3.22542)  0.56
F (-1.31004, 7.71927, 1.26718)  -0.13
C (-1.00776, 7.86759, 2.57235)  0.32
C (0.19841, 8.44850, 2.90835)  -0.59
C (0.50885, 8.60472, 4.25153)  -0.41
C (-0.37852, 8.17782, 5.22950)  -0.70
C (-1.58353, 7.59417, 4.86178)  -0.22
C (-1.91101, 7.43557, 3.52217)  -0.13
H (0.87705, 8.76655, 2.12846)  0.44
H (1.44881, 9.06046, 4.53317)  0.40
H (-0.13007, 8.29682, 6.27554)  0.38
H (-2.27415, 7.25268, 5.62157)  0.42
H (-2.84510, 6.97926, 3.21742)  0.27
F (-2.88546, 6.69158, -6.04655)  -0.33
C (-2.54355, 6.88947, -4.75178)  0.35
C (-1.33412, 7.48929, -4.46900)  -0.48
C (-0.99123, 7.69049, -3.13915)  -0.43
C (-1.84802, 7.29053, -2.12307)  -0.43
C (-3.05835, 6.68786, -2.43612)  -0.20
C (-3.41525, 6.48488, -3.76209)  -0.59
H (-0.67906, 7.78709, -5.27671)  0.41
H (-0.04746, 8.16087, -2.89675)  0.38
H (-1.57350, 7.44331, -1.08964)  0.63
H (-3.72369, 6.36745, -1.64566)  0.25
H (-4.35452, 6.01966, -4.02947)  0.44
F (-2.10598, -8.31744, -0.02223)  -0.32
C (-2.20665, -7.79070, -1.26017)  0.30
C (-2.12856, -6.42162, -1.41390)  -0.24
C (-2.22840, -5.89272, -2.69181)  -0.37
C (-2.40856, -6.72763, -3.78645)  -0.56
C (-2.48664, -8.10092, -3.60307)  -0.32
C (-2.38278, -8.64441, -2.33066)  -0.48
H (-1.99329, -5.78143, -0.55278)  0.28
H (-2.16593, -4.82150, -2.82843)  0.44
H (-2.48775, -6.30773, -4.78014)  0.39
H (-2.62958, -8.75482, -4.45312)  0.36
H (-2.43483, -9.71183, -2.16372)  0.42
F (5.21392, -3.53050, -9.12951)  -0.30
C (5.13817, -4.57401, -9.98230)  0.33
C (6.26203, -4.93349, -10.69699)  -0.53
C (6.17595, -6.01050, -11.56696)  -0.30
C (4.98065, -6.70088, -11.71255)  -0.54
C (3.86484, -6.31490, -10.98290)  -0.36
C (3.93763, -5.24318, -10.10517)  -0.30
H (7.18106, -4.37796, -10.56953)  0.41
H (7.04787, -6.31110, -12.13201)  0.35
H (4.91927, -7.53874, -12.39359)  0.37
H (2.93105, -6.84866, -11.09594)  0.36
H (3.08259, -4.92656, -9.52285)  0.50
F (6.77186, -5.67057, 1.93372)  -0.30
C (6.52109, -4.87340, 2.99648)  0.36
C (6.83833, -5.33120, 4.25901)  -0.58
C (6.58058, -4.50735, 5.34600)  -0.29
C (6.01058, -3.25551, 5.15939)  -0.60
C (5.69935, -2.81901, 3.87866)  -0.45
C (5.95987, -3.63141, 2.78389)  -0.14
H (7.27477, -6.31338, 4.38161)  0.42
H (6.82459, -4.84853, 6.34344)  0.35
H (5.80447, -2.62102, 6.01064)  0.40
H (5.24368, -1.84805, 3.73012)  0.38
H (5.72468, -3.30764, 1.78192)  0.42



2.
Formula: C4H12O2
Source: OMol25
Level of theory: ωB97M-V with the def2-TZVPD basis set

As for the HOMO energy: -10.08 eV. The calculation puts the total energy at -8437.2508 eV. The relative energy (zero: lowest compared OMol25 entry of this formula, charge and spin) comes out at 0.2632 eV. As for the spin multiplicity: 1. The molecular weight is 92.138 u.

Last column: Mulliken charge in e.
Positions of all 18 atoms, in Å:
C (0.98103, 1.01869, 1.12211)  -1.20
C (-0.10383, 0.56319, 0.14724)  -0.47
C (0.44896, 0.21943, -1.22964)  0.53
C (-0.58221, -0.24596, -2.22015)  -1.45
O (1.22722, 1.31639, -1.68579)  -0.53
H (1.80513, 0.31512, 1.26847)  0.31
H (1.37077, 1.98627, 0.85106)  0.31
H (0.57565, 1.09128, 2.12151)  0.38
H (-0.67163, 1.48378, 0.02821)  0.24
H (-0.77925, -0.21015, 0.48958)  0.33
H (1.16051, -0.58333, -1.07384)  0.15
H (-1.36381, -0.88611, -1.80587)  0.35
H (-0.14950, -0.88579, -3.00187)  0.37
H (-1.08982, 0.58587, -2.72500)  0.38
H (1.17001, 1.37285, -2.64531)  0.29
H (-2.00156, -2.33917, 2.99395)  0.32
H (-0.59237, -2.64807, 3.62602)  0.32
O (-1.40532, -2.15429, 3.73932)  -0.64